{
  "formula": "C32H37IO17",
  "method": "ωB97M-V/def2-TZVPD",
  "total_charge": 0,
  "smiles": "CC[C@@H](I)[C@@H](CCCCOC(C)=O)OC(=O)C[C@@H](C)O.O=C1C=C(O)C(=O)C=C1O.O=C1C=C(O)C(=O)C=C1O.O=C1C=C(O)C(=O)C=C1O",
  "orbital_gap_ev": 7.689,
  "homo_ev": -9.4,
  "species": ["C", "C", "C", "I", "C", "C", "C", "C", "C", "O", "C", "C", "O", "O", "C", "O", "C", "C", "C", "O", "H", "H", "H", "H", "H", "H", "H", "H", "H", "H", "H", "H", "H", "H", "H", "H", "H", "H", "H", "H", "H", "H", "H", "H", "H", "O", "C", "C", "C", "O", "C", "O", "C", "C", "O", "H", "H", "H", "H", "O", "C", "C", "C", "O", "C", "O", "C", "C", "O", "H", "H", "H", "H", "O", "C", "C", "C", "O", "C", "O", "C", "C", "O", "H", "H", "H", "H"],
  "coordinates": [[-4.97, -2.02, 3.09], [-3.95, -2.85, 2.14], [-3.43, -1.93, 0.92], [-2.98, 0.07, 1.66], [-2.11, -2.48, 0.19], [-0.93, -2.75, 1.28], [0.45, -1.96, 0.91], [0.66, -0.65, 1.85], [0.69, 0.67, 0.92], [1.80, 1.50, 1.42], [1.27, 2.45, 2.34], [1.80, 3.96, 2.16], [0.46, 2.17, 3.25], [-2.28, -3.75, -0.51], [-3.28, -3.70, -1.52], [-4.46, -4.00, -1.20], [-3.04, -3.35, -3.06], [-2.90, -1.79, -3.38], [-4.14, -0.90, -2.88], [-1.60, -1.22, -2.99], [-5.67, -1.35, 2.48], [-5.57, -2.82, 3.66], [-4.42, -1.40, 3.89], [-3.13, -3.25, 2.81], [-4.57, -3.72, 1.73], [-4.31, -1.82, 0.20], [-1.72, -1.63, -0.47], [-1.22, -2.40, 2.33], [-0.64, -3.86, 1.31], [1.32, -2.69, 1.18], [0.55, -1.74, -0.20], [-0.15, -0.57, 2.65], [1.66, -0.68, 2.42], [-0.26, 1.30, 0.99], [0.86, 0.43, -0.19], [1.06, 4.54, 1.53], [1.84, 4.45, 3.20], [2.86, 4.00, 1.73], [-3.96, -3.72, -3.64], [-2.13, -3.90, -3.50], [-2.91, -1.70, -4.54], [-5.03, -1.01, -3.59], [-4.47, -1.13, -1.82], [-3.88, 0.23, -2.92], [-1.05, -1.99, -2.73], [2.23, 6.37, 0.45], [3.34, 6.66, 0.03], [3.85, 6.16, -1.25], [5.07, 6.50, -1.68], [5.56, 6.04, -2.86], [5.96, 7.38, -0.87], [7.07, 7.65, -1.27], [5.44, 7.90, 0.40], [4.21, 7.57, 0.82], [3.72, 8.04, 2.00], [3.19, 5.52, -1.83], [6.45, 6.42, -2.94], [6.08, 8.55, 0.97], [2.82, 7.66, 2.07], [-1.80, 5.82, -4.06], [-1.24, 4.74, -3.92], [-1.93, 3.47, -4.11], [-1.28, 2.31, -3.93], [-1.91, 1.12, -4.11], [0.15, 2.28, -3.51], [0.70, 1.21, -3.33], [0.84, 3.56, -3.33], [0.20, 4.71, -3.52], [0.83, 5.91, -3.37], [-2.97, 3.50, -4.42], [-1.24, 0.43, -3.91], [1.88, 3.52, -3.05], [0.15, 6.58, -3.56], [1.34, -9.64, 3.55], [1.40, -8.45, 3.31], [1.58, -7.94, 1.95], [1.66, -6.62, 1.72], [1.83, -6.13, 0.47], [1.56, -5.64, 2.84], [1.65, -4.44, 2.60], [1.34, -6.15, 4.19], [1.27, -7.47, 4.42], [1.07, -7.96, 5.67], [1.66, -8.66, 1.15], [1.85, -5.16, 0.57], [1.25, -5.43, 4.99], [1.05, -8.93, 5.56]]
}

---

{
  "formula": "C32H37N3O2RhS",
  "method": "ωB97M-V/def2-TZVPD",
  "total_charge": 0,
  "orbital_gap_ev": [5.842, 6.079],
  "multiplicity": 2,
  "homo_ev": [-7.5, -7.4],
  "species": ["Rh", "C", "C", "C", "C", "C", "C", "C", "C", "C", "C", "C", "C", "N", "C", "O", "C", "C", "C", "C", "C", "N", "C", "O", "N", "C", "C", "C", "C", "C", "C", "C", "C", "C", "C", "C", "C", "H", "H", "H", "H", "H", "H", "H", "H", "H", "H", "H", "H", "H", "H", "H", "H", "H", "H", "H", "H", "H", "H", "H", "H", "H", "H", "H", "H", "H", "H", "H", "H", "H", "H", "H", "H", "H", "S", "C"],
  "coordinates": [[-1.12, 0.20, 1.00], [-0.74, -3.19, 2.64], [0.22, -2.39, 1.77], [1.58, -2.23, 2.45], [0.32, -3.01, 0.40], [1.08, -4.15, 0.24], [1.22, -4.76, -0.99], [0.64, -4.17, -2.09], [-0.15, -3.04, -2.00], [-0.61, -2.40, -3.30], [0.60, -2.06, -4.19], [-1.57, -3.32, -4.07], [-0.42, -2.48, -0.71], [-1.28, -1.42, -0.51], [-2.46, -1.24, -1.20], [-3.22, -2.12, -1.53], [-2.73, 0.20, -1.45], [-3.62, 0.71, -2.39], [-3.66, 2.09, -2.59], [-2.83, 2.93, -1.85], [-2.02, 2.35, -0.89], [-1.99, 1.04, -0.74], [-1.01, 3.07, -0.03], [-0.73, 4.24, -0.21], [-0.44, 2.24, 0.88], [0.87, 2.49, 1.33], [1.16, 2.74, 2.69], [2.46, 3.06, 3.04], [3.48, 3.14, 2.10], [3.21, 2.83, 0.78], [1.93, 2.48, 0.38], [1.72, 1.99, -1.05], [2.13, 3.04, -2.09], [2.45, 0.66, -1.25], [0.12, 2.65, 3.78], [-1.10, 3.55, 3.56], [-0.27, 1.18, 4.00], [-0.87, -2.74, 3.63], [-1.72, -3.26, 2.17], [-0.36, -4.20, 2.78], [-0.19, -1.36, 1.65], [1.97, -3.20, 2.78], [2.31, -1.79, 1.76], [1.50, -1.58, 3.32], [1.59, -4.57, 1.10], [1.81, -5.67, -1.09], [0.81, -4.62, -3.07], [-1.11, -1.45, -3.09], [1.06, -2.95, -4.60], [0.28, -1.43, -5.03], [1.36, -1.51, -3.62], [-1.12, -4.30, -4.21], [-2.50, -3.44, -3.52], [-1.80, -2.89, -5.05], [-4.24, 0.03, -2.96], [-4.33, 2.51, -3.32], [-2.80, 4.00, -2.00], [2.68, 3.27, 4.08], [4.48, 3.43, 2.40], [4.01, 2.85, 0.05], [0.66, 1.78, -1.20], [3.21, 3.22, -2.06], [1.87, 2.69, -3.09], [1.62, 3.98, -1.90], [3.52, 0.77, -1.08], [2.07, -0.09, -0.56], [2.29, 0.29, -2.27], [0.60, 2.99, 4.70], [-1.69, 3.21, 2.71], [-1.74, 3.53, 4.45], [-0.78, 4.57, 3.38], [-0.58, 0.74, 3.04], [0.58, 0.61, 4.38], [-1.10, 1.09, 4.70], [-3.73, -1.17, 2.76], [-2.85, -0.21, 1.94]]
}

---

{
  "formula": "C32H37N4O2",
  "method": "ωB97M-V/def2-TZVPD",
  "total_charge": 1,
  "orbital_gap_ev": 5.988,
  "homo_ev": -10.6,
  "species": ["C", "N", "C", "C", "C", "C", "C", "C", "C", "C", "C", "C", "C", "C", "C", "C", "C", "N", "C", "C", "C", "C", "C", "C", "C", "C", "C", "C", "C", "H", "H", "H", "H", "H", "H", "H", "H", "H", "H", "H", "H", "H", "H", "H", "H", "H", "H", "H", "H", "H", "H", "H", "H", "H", "C", "C", "C", "C", "O", "C", "N", "N", "O", "H", "H", "H", "H", "H", "H", "H", "H", "H", "H", "H", "H"],
  "coordinates": [[-5.38, -1.70, -2.98], [-5.02, -1.82, -1.56], [-5.57, -2.96, -0.90], [-5.34, -4.24, -1.45], [-5.88, -5.37, -0.83], [-6.71, -5.22, 0.30], [-6.96, -3.94, 0.81], [-6.38, -2.82, 0.23], [-3.77, -1.33, -1.17], [-3.56, -0.89, 0.16], [-2.34, -0.34, 0.53], [-1.23, -0.33, -0.38], [0.05, 0.18, -0.01], [1.29, -0.37, -0.41], [2.48, 0.42, -0.35], [3.69, -0.10, -0.76], [3.81, -1.46, -1.11], [5.04, -1.98, -1.52], [5.87, -1.19, -2.42], [5.60, -3.17, -0.99], [5.40, -4.41, -1.62], [6.02, -5.55, -1.11], [6.85, -5.47, 0.01], [7.08, -4.23, 0.62], [6.47, -3.08, 0.11], [2.66, -2.29, -1.09], [1.43, -1.74, -0.82], [-1.45, -0.84, -1.69], [-2.71, -1.25, -2.10], [-5.10, -0.71, -3.35], [-4.90, -2.48, -3.59], [-6.47, -1.81, -3.07], [-4.72, -4.33, -2.34], [-5.67, -6.35, -1.23], [-7.15, -6.10, 0.76], [-7.62, -3.82, 1.67], [-6.55, -1.81, 0.62], [-4.39, -0.97, 0.86], [-2.18, 0.06, 1.53], [0.08, 1.07, 0.61], [2.41, 1.46, -0.01], [4.60, 0.52, -0.79], [6.93, -1.44, -2.26], [5.62, -1.41, -3.47], [5.73, -0.12, -2.26], [4.76, -4.45, -2.50], [5.85, -6.51, -1.60], [7.32, -6.37, 0.42], [7.73, -4.14, 1.48], [6.65, -2.09, 0.55], [2.76, -3.34, -1.34], [0.54, -2.36, -0.89], [-0.62, -0.87, -2.39], [-2.88, -1.54, -3.14], [-1.09, 7.76, 2.26], [-0.14, 6.82, 2.98], [1.30, 7.11, 2.62], [-0.33, 6.94, 4.48], [-0.51, 5.41, 2.69], [-0.30, 4.98, 1.42], [-0.71, 3.68, 1.32], [-0.38, 3.05, 0.12], [0.11, 5.63, 0.47], [-2.13, 7.52, 2.53], [-0.89, 8.79, 2.58], [-0.95, 7.69, 1.18], [1.97, 6.42, 3.16], [1.44, 7.01, 1.54], [1.56, 8.13, 2.92], [0.35, 6.25, 5.00], [-0.12, 7.96, 4.82], [-1.37, 6.69, 4.76], [-0.80, 3.13, 2.16], [-1.24, 2.70, -0.31], [0.07, 3.77, -0.48]]
}

---

{
  "formula": "C32H37N6O3S3Sr",
  "method": "ωB97M-V/def2-TZVPD",
  "total_charge": 1,
  "orbital_gap_ev": 7.056,
  "homo_ev": -9.4,
  "species": ["Sr", "C", "N", "C", "C", "C", "C", "C", "C", "N", "C", "C", "C", "C", "C", "C", "N", "C", "C", "C", "C", "C", "N", "H", "H", "H", "H", "H", "H", "H", "H", "H", "H", "H", "H", "H", "H", "H", "H", "H", "H", "C", "O", "C", "C", "O", "C", "C", "O", "C", "H", "H", "H", "H", "H", "H", "H", "H", "H", "H", "H", "H", "H", "H", "S", "C", "S", "C", "N", "N", "C", "C", "C", "C", "C", "C", "S", "H", "H", "H", "H", "H"],
  "coordinates": [[1.06, 0.28, -0.29], [-0.20, -2.29, -2.29], [1.10, -1.61, -2.42], [2.17, -2.59, -2.25], [2.26, -3.15, -0.85], [2.60, -4.48, -0.66], [2.76, -4.95, 0.63], [2.56, -4.08, 1.69], [2.20, -2.78, 1.40], [2.05, -2.30, 0.16], [1.24, -0.99, -3.74], [0.61, 0.37, -3.90], [-0.03, 0.71, -5.08], [-0.45, 2.01, -5.27], [-0.19, 2.94, -4.28], [0.43, 2.51, -3.12], [0.81, 1.24, -2.90], [-1.37, -1.34, -2.24], [-2.37, -1.38, -3.19], [-3.44, -0.50, -3.09], [-3.46, 0.39, -2.04], [-2.41, 0.38, -1.13], [-1.38, -0.47, -1.22], [-0.19, -2.85, -1.35], [-0.34, -3.01, -3.10], [3.12, -2.10, -2.48], [2.07, -3.42, -2.96], [2.75, -5.12, -1.51], [3.03, -5.99, 0.81], [2.67, -4.40, 2.71], [2.01, -2.07, 2.20], [0.88, -1.67, -4.53], [2.31, -0.84, -3.93], [-0.20, -0.05, -5.83], [-0.95, 2.30, -6.18], [-0.47, 3.98, -4.38], [0.62, 3.21, -2.32], [-2.31, -2.10, -4.00], [-4.23, -0.52, -3.82], [-4.27, 1.10, -1.91], [-2.40, 1.07, -0.29], [4.71, 0.17, -0.97], [3.57, 1.02, -0.96], [3.76, 2.22, -0.22], [3.83, 1.95, 1.27], [2.65, 1.23, 1.61], [2.59, 0.80, 2.96], [1.15, 0.51, 3.30], [0.58, -0.30, 2.27], [-0.68, -0.83, 2.67], [5.61, 0.75, -1.19], [4.84, -0.35, -0.02], [4.56, -0.56, -1.76], [4.66, 2.73, -0.56], [2.89, 2.85, -0.43], [4.71, 1.37, 1.54], [3.86, 2.90, 1.82], [3.22, -0.09, 3.09], [2.95, 1.58, 3.63], [1.10, -0.01, 4.26], [0.58, 1.44, 3.38], [-1.34, -0.04, 3.03], [-1.13, -1.31, 1.79], [-0.55, -1.58, 3.46], [-2.20, 3.13, 5.47], [-1.98, 2.98, 3.84], [-0.66, 3.75, 2.99], [-1.07, 2.87, 1.53], [-2.13, 2.15, 1.65], [-2.67, 2.25, 2.93], [-3.88, 1.53, 3.14], [-4.09, 0.34, 2.45], [-5.27, -0.36, 2.62], [-6.25, 0.13, 3.47], [-6.05, 1.33, 4.14], [-4.87, 2.03, 3.97], [-0.13, 3.01, 0.08], [-3.33, -0.02, 1.76], [-5.43, -1.28, 2.08], [-7.18, -0.42, 3.60], [-6.82, 1.72, 4.79], [-4.71, 2.97, 4.49]]
}

---

{
  "formula": "C32H38BN5O3S2V",
  "method": "ωB97M-V/def2-TZVPD",
  "total_charge": 0,
  "orbital_gap_ev": [7.232, 4.804],
  "multiplicity": 2,
  "homo_ev": [-7.5, -5.4],
  "species": ["V", "N", "C", "C", "C", "C", "C", "C", "N", "C", "C", "C", "S", "C", "N", "H", "H", "H", "H", "H", "H", "H", "C", "C", "C", "C", "C", "C", "N", "C", "C", "C", "C", "C", "C", "C", "O", "O", "C", "C", "H", "H", "H", "H", "H", "H", "H", "H", "H", "H", "H", "H", "H", "H", "C", "C", "C", "S", "O", "C", "C", "C", "H", "H", "H", "H", "H", "H", "H", "H", "H", "H", "H", "H", "H", "H", "B", "C", "N", "H", "H", "H"],
  "coordinates": [[1.48, -0.23, -0.21], [5.30, 1.01, -0.56], [5.65, -0.31, -0.43], [6.88, -0.95, -0.35], [6.87, -2.33, -0.23], [5.68, -3.05, -0.20], [4.45, -2.43, -0.26], [4.44, -1.04, -0.36], [3.39, -0.16, -0.42], [3.92, 1.06, -0.53], [3.01, 2.14, -0.52], [3.14, 3.51, -0.56], [1.60, 4.26, -0.39], [0.88, 2.70, -0.27], [1.71, 1.71, -0.36], [5.92, 1.80, -0.59], [7.81, -0.39, -0.36], [7.81, -2.85, -0.16], [5.72, -4.13, -0.12], [3.52, -2.97, -0.23], [4.03, 4.10, -0.65], [-0.18, 2.59, -0.12], [-4.62, 5.22, 2.22], [-4.98, 4.24, 1.15], [-6.32, 3.93, 0.96], [-6.71, 2.96, 0.06], [-5.74, 2.27, -0.65], [-4.39, 2.58, -0.50], [-3.48, 1.73, -1.14], [-2.36, 1.98, -1.89], [-2.18, 3.14, -2.65], [-1.06, 3.30, -3.45], [-0.08, 2.32, -3.50], [-0.22, 1.17, -2.73], [-1.35, 1.00, -1.95], [-1.46, -0.23, -1.10], [-2.47, -0.93, -1.10], [-0.43, -0.47, -0.37], [-4.00, 3.59, 0.39], [-2.55, 3.92, 0.58], [-5.48, 5.42, 2.86], [-4.29, 6.17, 1.80], [-3.83, 4.83, 2.85], [-7.07, 4.45, 1.55], [-7.75, 2.73, -0.08], [-6.02, 1.48, -1.33], [-3.65, 0.74, -1.01], [-2.95, 3.90, -2.64], [-0.96, 4.19, -4.05], [0.79, 2.45, -4.14], [0.53, 0.38, -2.77], [-2.05, 4.00, -0.38], [-2.07, 3.13, 1.16], [-2.41, 4.86, 1.10], [-0.72, -6.75, -1.49], [-1.00, -5.27, -1.29], [0.28, -4.53, -0.94], [-0.04, -2.74, -0.58], [1.37, -2.22, -0.67], [-0.39, -2.87, 1.23], [0.85, -3.00, 2.11], [1.24, -4.44, 2.45], [-1.61, -7.28, -1.84], [-0.40, -7.21, -0.56], [0.07, -6.90, -2.22], [-1.73, -5.13, -0.49], [-1.43, -4.84, -2.20], [0.95, -4.50, -1.80], [0.80, -4.99, -0.11], [-1.08, -3.70, 1.34], [-0.90, -1.94, 1.45], [0.65, -2.47, 3.04], [1.68, -2.49, 1.63], [0.36, -5.03, 2.69], [1.91, -4.44, 3.31], [1.77, -4.92, 1.63], [0.87, 0.63, 4.15], [1.23, 0.33, 2.70], [1.50, 0.10, 1.59], [1.65, 0.06, 4.85], [-0.25, 0.23, 4.32], [0.93, 1.82, 4.30]]
}

---

{
  "formula": "C32H38Cl3F6N2O5P2S2W",
  "method": "ωB97M-V/def2-TZVPD",
  "total_charge": 1,
  "orbital_gap_ev": [6.771, 6.764],
  "multiplicity": 3,
  "homo_ev": [-10.7, -10.9],
  "species": ["W", "C", "C", "C", "P", "C", "C", "C", "C", "C", "C", "C", "C", "C", "N", "C", "C", "C", "C", "C", "C", "P", "C", "C", "C", "C", "C", "C", "H", "H", "H", "H", "H", "H", "H", "H", "H", "H", "H", "H", "H", "H", "H", "H", "H", "H", "H", "H", "H", "H", "H", "H", "H", "H", "H", "H", "H", "H", "H", "H", "H", "H", "H", "H", "F", "C", "F", "F", "S", "O", "O", "N", "S", "O", "O", "C", "F", "F", "F", "Cl", "C", "C", "C", "Cl", "C", "O", "C", "Cl", "C", "H", "H"],
  "coordinates": [[0.08, -0.74, 0.01], [0.14, 2.18, -4.29], [0.05, 0.95, -3.32], [1.08, -0.16, -3.57], [-0.14, 1.27, -1.56], [-1.55, 2.38, -1.19], [-2.87, 1.74, -1.80], [-1.28, 3.84, -1.59], [1.34, 2.00, -0.88], [2.21, 2.84, -1.61], [3.32, 3.28, -0.91], [3.47, 2.90, 0.43], [2.62, 2.12, 1.13], [1.42, 1.78, 0.47], [0.43, 0.91, 1.08], [-0.10, 1.29, 2.34], [0.13, 2.45, 2.96], [-0.38, 2.69, 4.28], [-1.28, 1.78, 4.85], [-1.72, 0.74, 4.06], [-1.12, 0.48, 2.84], [-1.71, -0.86, 1.71], [-1.45, -2.42, 2.62], [0.07, -2.45, 2.88], [-1.86, -3.59, 1.71], [-3.56, -0.76, 1.56], [-4.39, -1.38, 2.65], [-3.97, 0.66, 1.37], [-0.11, 1.85, -5.29], [1.18, 2.61, -4.35], [-0.52, 3.05, -4.24], [-0.81, 0.37, -3.56], [2.12, 0.26, -3.79], [0.68, -0.71, -4.34], [1.23, -0.80, -2.75], [-1.53, 2.32, -0.02], [-2.82, 1.48, -2.83], [-3.70, 2.49, -1.63], [-3.00, 0.71, -1.36], [-0.17, 4.02, -1.59], [-1.88, 4.43, -0.87], [-1.70, 3.87, -2.59], [2.10, 2.97, -2.68], [4.07, 3.84, -1.45], [4.37, 3.27, 0.96], [2.76, 1.80, 2.13], [0.73, 3.21, 2.52], [-0.11, 3.63, 4.78], [-1.65, 1.89, 5.90], [-2.48, 0.10, 4.45], [-2.04, -2.50, 3.51], [0.39, -3.43, 3.31], [0.42, -1.75, 3.64], [1.78, -2.22, 1.99], [-1.14, -3.70, 0.88], [-2.77, -3.35, 1.22], [-2.03, -4.58, 2.20], [-3.74, -1.33, 0.65], [-4.15, -0.84, 3.60], [-4.10, -2.37, 2.87], [-5.49, -1.30, 2.48], [-3.50, 1.40, 1.98], [-5.08, 0.73, 1.48], [-3.72, 0.89, 0.33], [5.31, 0.70, 3.13], [4.59, -0.20, 3.72], [5.31, -0.73, 4.75], [3.43, 0.38, 4.18], [4.12, -1.70, 2.68], [0.85, -2.22, 1.64], [3.10, -2.43, 3.43], [3.33, -0.71, 1.49], [3.23, -1.36, 0.10], [2.12, -0.69, -0.60], [3.27, -2.78, 0.03], [4.69, -0.70, -0.87], [4.85, -1.52, -1.96], [4.43, 0.49, -1.35], [5.74, -0.71, -0.09], [-1.36, -2.85, -6.94], [-1.13, -2.90, -5.26], [0.09, -3.43, -4.66], [0.31, -3.23, -3.35], [1.80, -3.77, -2.72], [-0.64, -2.61, -2.43], [-0.34, -2.29, -1.18], [-1.89, -2.39, -3.03], [-3.24, -1.87, -1.97], [-2.17, -2.48, -4.42], [0.78, -3.99, -5.23], [-3.12, -2.22, -4.84]]
}